DFT (ωB97M-V/def2-TZVPD) results for C52H68MnN2O2P2SeSi as an isolated structure.

The value obtained for the orbital gap (spin up / spin down) is 7.28 / 7.74 eV. The expectation value of S² is 6.240. The calculation puts the total energy at -6806.89538 hartree.

```
! RIJCOSX wB97M-V def2-TZVPD def2/J DEFGRID3
* xyz 1 5
Mn 0.574 0.185 -0.460
C 3.604 2.052 0.520
Si 1.732 2.085 0.551
C 1.127 2.140 2.339
C 1.234 3.303 3.111
C 0.821 3.325 4.432
C 0.301 2.176 5.018
C 0.195 1.014 4.277
C 0.602 0.988 2.941
P 0.545 -0.496 1.895
C 1.797 -1.718 2.471
C 1.785 -2.091 3.973
C 2.660 -1.230 4.889
C 4.066 -1.050 4.332
C 3.984 -0.448 2.934
C 3.225 -1.383 1.994
C -1.092 -1.337 1.879
C -1.542 -2.343 2.947
C -2.244 -1.746 4.163
C -3.362 -0.793 3.746
C -2.849 0.288 2.800
C -2.215 -0.331 1.555
C 1.213 3.701 -0.269
C 1.789 4.936 0.057
C 1.313 6.111 -0.499
C 0.251 6.078 -1.400
C -0.298 4.866 -1.775
C 0.201 3.681 -1.228
P -0.284 2.031 -1.769
C -2.094 1.999 -1.986
C -2.633 2.485 -3.346
C -4.124 2.855 -3.233
C -4.821 1.979 -2.196
C -4.278 2.270 -0.786
C -2.803 2.705 -0.821
C 0.547 1.691 -3.384
C 0.825 2.907 -4.288
C 2.125 3.662 -3.983
C 3.338 2.727 -3.774
C 2.996 1.268 -4.050
C 1.826 0.834 -3.169
H 3.988 2.433 1.470
H 3.967 2.692 -0.286
H 4.021 1.053 0.376
H 1.633 4.210 2.673
H 0.901 4.238 5.008
H -0.020 2.188 6.051
H -0.191 0.121 4.748
H 1.460 -2.597 1.910
H 2.162 -3.119 4.030
H 0.766 -2.125 4.361
H 2.692 -1.703 5.872
H 2.220 -0.242 5.031
H 4.572 -2.020 4.277
H 4.659 -0.418 4.995
H 4.981 -0.260 2.529
H 3.478 0.523 2.996
H 3.780 -2.325 1.927
H 3.198 -0.985 0.980
H -0.931 -1.922 0.970
H -0.720 -2.996 3.243
H -2.264 -2.992 2.434
H -1.534 -1.218 4.806
H -2.651 -2.560 4.766
H -3.819 -0.340 4.627
H -4.148 -1.366 3.241
H -2.124 0.918 3.324
H -3.669 0.944 2.497
H -1.851 0.459 0.890
H -2.974 -0.874 0.985
H 2.618 4.984 0.756
H 1.760 7.058 -0.228
H -0.131 6.998 -1.822
H -1.096 4.847 -2.506
H -2.322 0.938 -1.901
H -2.505 1.684 -4.080
H -2.073 3.343 -3.720
H -4.596 2.754 -4.210
H -4.228 3.905 -2.944
H -4.657 0.930 -2.455
H -5.900 2.137 -2.222
H -4.385 1.382 -0.157
H -4.869 3.060 -0.317
H -2.321 2.483 0.134
H -2.725 3.787 -0.949
H -0.196 1.063 -3.878
H -0.015 3.602 -4.273
H 0.873 2.528 -5.312
H 1.994 4.296 -3.106
H 2.315 4.340 -4.817
H 3.681 2.801 -2.737
H 4.176 3.040 -4.396
H 3.857 0.629 -3.848
H 2.738 1.120 -5.102
H 2.192 0.921 -2.131
H 1.595 -0.221 -3.329
O -2.172 -2.521 -1.011
C -1.725 -1.646 -1.747
O -0.782 -0.829 -1.411
C -2.244 -1.505 -3.146
C -1.379 -1.226 -4.197
C -1.874 -1.088 -5.487
C -3.239 -1.206 -5.722
C -4.102 -1.496 -4.672
C -3.603 -1.665 -3.388
H -0.316 -1.159 -4.000
H -1.198 -0.893 -6.310
H -3.627 -1.088 -6.725
H -5.163 -1.604 -4.858
H -4.258 -1.920 -2.565
C 3.464 -4.940 0.289
N 2.018 -4.811 0.220
C 1.325 -3.802 -0.359
Se 2.065 -2.357 -1.252
N 0.018 -4.064 -0.180
C -0.147 -5.233 0.556
C -1.280 -5.905 0.986
C -1.073 -7.080 1.690
C 0.216 -7.567 1.941
C 1.344 -6.896 1.497
C 1.129 -5.717 0.801
H 3.907 -4.163 -0.325
H 3.759 -5.918 -0.089
H 3.800 -4.835 1.321
H -0.736 -3.433 -0.458
H -2.273 -5.528 0.779
H -1.927 -7.640 2.048
H 0.333 -8.490 2.492
H 2.338 -7.275 1.690
*
```

DFT (ωB97M-V/def2-TZVPD) results for a 9-piece molecular cluster, C52H75N5O12S overall.

As for the energy relative to the best compared isomer or geometry (same formula, charge and spin): 30.4 kcal per mole. The value obtained for the orbital gap is 9.23 eV. As for the SMILES: O=[N+]([O-])c1ccccc1.O=[N+]([O-])c1ccccc1.O=[N+]([O-])c1ccccc1.O=[N+]([O-])c1ccccc1.O=[N+]([O-])c1ccccc1.O=S1(=O)CCCC1.CCCCCC.CCCCCC.CCCCCC. The calculation puts the total energy at -3600.63946 hartree.

```
! RIJCOSX wB97M-V def2-TZVPD def2/J DEFGRID3
* xyz 0 1
O -1.323 -1.500 2.986
N -1.432 -2.113 1.924
O -1.976 -3.237 1.749
C -0.862 -1.432 0.760
C -0.108 -0.240 0.880
C 0.553 0.266 -0.241
C 0.393 -0.353 -1.488
C -0.607 -1.396 -1.634
C -1.156 -1.913 -0.490
H 0.027 0.272 1.822
H 1.250 1.085 -0.142
H 1.034 -0.090 -2.317
H -0.838 -1.861 -2.580
H -1.786 -2.777 -0.640
O 8.738 2.476 -1.904
N 8.613 3.183 -2.890
O 7.472 3.369 -3.367
C 9.697 4.123 -3.275
C 9.709 4.738 -4.538
C 10.662 5.696 -4.742
C 11.675 5.902 -3.801
C 11.714 5.252 -2.607
C 10.685 4.403 -2.324
H 8.978 4.500 -5.296
H 10.577 6.217 -5.684
H 12.496 6.523 -4.128
H 12.500 5.419 -1.886
H 10.619 3.800 -1.430
O 0.479 -3.233 10.370
N -0.567 -3.361 10.978
O -0.674 -2.905 12.050
C -1.764 -3.997 10.389
C -1.724 -4.552 9.106
C -2.877 -4.998 8.491
C -4.016 -5.198 9.272
C -4.049 -4.699 10.563
C -2.942 -4.089 11.109
H -0.810 -4.505 8.533
H -2.862 -5.286 7.450
H -4.925 -5.635 8.885
H -4.977 -4.688 11.115
H -3.130 -3.794 12.131
O 0.899 7.226 3.728
N 0.578 7.203 4.890
O -0.206 6.373 5.350
C 1.075 8.199 5.781
C 0.503 8.341 7.065
C 1.110 9.225 8.015
C 2.266 9.871 7.750
C 2.751 9.796 6.450
C 2.113 9.043 5.472
H -0.319 7.698 7.342
H 0.692 9.289 9.009
H 2.704 10.573 8.444
H 3.670 10.288 6.167
H 2.618 8.953 4.521
O 1.476 -5.726 -6.104
N 2.374 -5.193 -5.532
O 2.897 -4.161 -5.928
C 3.029 -5.865 -4.370
C 3.815 -5.068 -3.502
C 4.325 -5.619 -2.357
C 4.101 -7.002 -2.025
C 3.369 -7.798 -2.944
C 2.806 -7.250 -4.124
H 4.190 -4.080 -3.725
H 4.938 -5.010 -1.710
H 4.543 -7.371 -1.111
H 3.292 -8.831 -2.640
H 2.182 -7.770 -4.836
O -5.310 5.566 8.877
S -5.581 4.253 9.510
O -6.461 4.065 10.670
C -5.936 3.020 8.229
C -4.616 2.278 7.987
C -3.910 2.098 9.345
C -3.957 3.482 10.071
H -6.485 3.416 7.374
H -6.612 2.332 8.738
H -4.667 1.277 7.557
H -4.000 2.864 7.306
H -2.901 1.775 9.088
H -4.270 1.273 9.960
H -3.211 4.240 9.830
H -3.880 3.646 11.145
C -5.114 -7.504 -5.267
C -5.505 -8.641 -6.210
C -7.059 -8.742 -6.314
C -7.694 -9.360 -5.047
C -9.222 -9.539 -5.117
C -10.042 -10.204 -3.895
H -4.068 -7.556 -4.964
H -5.642 -7.496 -4.314
H -5.394 -6.542 -5.695
H -5.130 -8.382 -7.200
H -5.076 -9.575 -5.847
H -7.161 -9.342 -7.218
H -7.358 -7.716 -6.530
H -7.293 -10.341 -4.791
H -7.544 -8.810 -4.118
H -9.746 -8.645 -5.455
H -9.353 -10.154 -6.006
H -10.027 -9.504 -3.061
H -11.093 -10.269 -4.175
H -9.793 -11.191 -3.504
C 6.990 5.482 3.007
C 6.292 4.167 3.298
C 5.841 3.951 4.736
C 4.918 2.773 4.909
C 5.598 1.460 4.558
C 4.744 0.174 4.708
H 7.645 5.633 3.866
H 6.316 6.332 2.898
H 7.674 5.428 2.160
H 5.353 4.187 2.744
H 6.811 3.327 2.836
H 5.293 4.838 5.052
H 6.738 3.909 5.354
H 4.681 2.644 5.965
H 3.969 2.933 4.397
H 5.862 1.456 3.500
H 6.537 1.314 5.092
H 4.548 -0.034 5.760
H 3.803 0.288 4.170
H 5.248 -0.660 4.220
C -2.160 0.507 -10.239
C -3.071 1.611 -10.852
C -2.310 2.418 -11.893
C -2.965 3.476 -12.726
C -3.954 2.933 -13.668
C -4.690 4.055 -14.430
H -2.690 -0.193 -9.593
H -1.416 0.971 -9.592
H -1.737 -0.101 -11.039
H -3.855 1.004 -11.304
H -3.476 2.351 -10.162
H -1.776 1.760 -12.579
H -1.497 2.850 -11.310
H -3.386 4.261 -12.097
H -2.180 3.911 -13.343
H -3.602 2.257 -14.447
H -4.713 2.349 -13.149
H -5.157 4.837 -13.830
H -3.998 4.687 -14.985
H -5.375 3.668 -15.184
*
```

DFT (ωB97M-V/def2-TZVPD) results for a 13-piece molecular cluster, C52H78O26 overall.

As for the energy relative to the best compared isomer or geometry (same formula, charge and spin): 66.6 kcal per mole. The value obtained for the orbital gap is 9.93 eV. The calculation puts the total energy at -3984.53394 hartree.

```
! RIJCOSX wB97M-V def2-TZVPD def2/J DEFGRID3
* xyz 0 1
O -3.705 4.298 2.674
C -3.293 3.524 3.483
O -2.582 3.953 4.557
C -2.000 2.892 5.264
C -2.307 1.577 4.509
C -3.319 2.028 3.467
H -2.449 2.791 6.258
H -0.930 3.022 5.429
H -2.532 0.685 5.088
H -1.428 1.254 3.941
H -4.329 1.614 3.458
H -2.993 1.764 2.454
O -3.964 -3.447 5.025
C -3.044 -3.347 4.249
O -1.993 -2.575 4.533
C -1.080 -2.621 3.409
C -1.388 -4.009 2.857
C -2.925 -4.106 2.967
H -0.052 -2.534 3.750
H -1.352 -1.786 2.757
H -0.945 -4.662 3.613
H -0.967 -4.043 1.855
H -3.338 -5.108 2.974
H -3.305 -3.581 2.088
O -1.344 -1.398 -4.909
C -2.145 -1.407 -4.013
O -1.865 -1.766 -2.748
C -3.041 -1.678 -1.965
C -4.223 -1.710 -2.979
C -3.588 -0.927 -4.143
H -3.048 -0.733 -1.422
H -3.176 -2.591 -1.390
H -5.199 -1.332 -2.681
H -4.382 -2.761 -3.237
H -3.626 0.150 -3.984
H -3.912 -1.296 -5.111
O -1.192 -4.518 -0.410
C -2.214 -4.983 -0.813
O -3.420 -4.824 -0.212
C -4.423 -5.643 -0.799
C -3.693 -6.642 -1.692
C -2.400 -5.878 -2.057
H -5.068 -5.043 -1.457
H -5.104 -5.944 -0.004
H -4.277 -7.107 -2.478
H -3.302 -7.426 -1.035
H -2.446 -5.229 -2.930
H -1.595 -6.606 -2.056
O 2.110 1.331 -7.467
C 2.369 0.678 -6.505
O 3.606 0.608 -5.966
C 3.700 -0.122 -4.755
C 2.225 -0.142 -4.276
C 1.388 -0.042 -5.543
H 4.344 0.356 -4.024
H 4.029 -1.135 -4.989
H 2.064 0.730 -3.628
H 1.884 -0.922 -3.594
H 0.573 0.677 -5.505
H 1.087 -1.014 -5.920
O 1.669 -4.047 2.082
C 2.377 -4.005 3.063
O 2.517 -2.892 3.772
C 3.019 -3.212 5.087
C 3.799 -4.531 4.954
C 3.125 -5.152 3.711
H 2.134 -3.388 5.702
H 3.547 -2.326 5.429
H 3.645 -5.028 5.912
H 4.883 -4.450 4.880
H 2.623 -6.071 4.007
H 3.803 -5.479 2.917
O 4.625 -3.672 -3.918
C 3.801 -4.120 -3.173
O 2.801 -3.344 -2.732
C 2.029 -3.938 -1.676
C 2.297 -5.425 -1.858
C 3.638 -5.531 -2.609
H 1.007 -3.580 -1.829
H 2.170 -3.595 -0.647
H 1.561 -6.116 -2.262
H 2.519 -5.850 -0.873
H 3.548 -6.294 -3.380
H 4.506 -5.811 -2.015
O -4.086 2.576 -3.276
C -4.737 2.702 -2.286
O -5.938 3.379 -2.230
C -6.215 3.657 -0.861
C -5.525 2.611 -0.026
C -4.299 2.327 -0.863
H -7.295 3.803 -0.759
H -5.908 4.677 -0.591
H -6.095 1.692 0.132
H -5.346 3.024 0.967
H -3.834 1.353 -0.883
H -3.572 3.148 -0.821
O -1.669 1.411 0.088
C -0.782 0.615 0.106
O -0.972 -0.690 0.459
C 0.239 -1.419 0.386
C 1.261 -0.578 -0.450
C 0.671 0.824 -0.309
H 0.109 -2.325 -0.208
H 0.626 -1.747 1.350
H 1.160 -1.037 -1.431
H 2.250 -0.740 -0.029
H 0.732 1.350 -1.262
H 1.103 1.519 0.408
O 3.375 0.093 2.436
C 3.348 0.699 3.473
O 3.478 0.126 4.682
C 2.570 0.747 5.608
C 1.840 1.832 4.810
C 2.732 2.098 3.585
H 3.112 1.124 6.477
H 1.927 -0.033 6.022
H 1.525 2.685 5.412
H 0.872 1.561 4.373
H 3.417 2.918 3.813
H 2.228 2.356 2.660
O 0.113 3.103 1.579
C 0.188 4.276 1.338
O 1.353 4.791 0.867
C 1.169 6.058 0.212
C -0.209 6.505 0.703
C -0.966 5.189 0.994
H 1.087 5.932 -0.866
H 1.898 6.806 0.512
H -0.707 7.076 -0.080
H -0.093 7.126 1.591
H -1.569 4.862 0.151
H -1.663 5.459 1.785
O 0.218 6.751 -3.153
C 0.085 5.630 -3.558
O -0.249 4.622 -2.714
C -0.347 3.367 -3.369
C 0.242 3.609 -4.800
C 0.143 5.118 -4.977
H -1.327 2.908 -3.471
H 0.382 2.652 -2.986
H -0.448 3.146 -5.506
H 1.251 3.236 -4.961
H -0.884 5.382 -5.262
H 0.844 5.672 -5.589
O 7.185 4.424 1.224
C 6.273 3.816 0.767
O 6.280 2.433 0.724
C 5.134 1.973 -0.006
C 4.167 3.144 -0.075
C 5.013 4.359 0.215
H 4.711 1.128 0.543
H 5.446 1.565 -0.971
H 3.363 3.007 0.645
H 3.752 3.111 -1.084
H 4.510 5.108 0.822
H 5.236 4.881 -0.720
*
```